DFT (the ωB97M-V functional and the def2-TZVPD basis) results for C37H50BaN6O2P as an isolated structure.

The highest occupied orbital energy comes out at -10.19 eV. Its LUMO energy is -3.221 eV. The net charge is +1. The molecular weight is 779.1 u. The orbital gap is 6.968 eV.

Last column: Löwdin charge in e.
Atoms and positions in Å:
Ba 0.71442 0.33349 -0.60296  1.832
C 5.13756 -0.51516 2.62997  -0.043
C 4.26833 -0.10656 1.44110  -0.377
C 4.78062 1.18282 0.80097  -0.058
C 4.17204 -1.22832 0.42726  -0.136
C 5.30782 -1.61895 -0.26780  -0.031
C 5.26674 -2.64295 -1.20011  -0.071
C 4.06625 -3.27469 -1.45126  -0.063
C 2.89313 -2.90923 -0.78904  -0.167
C 1.66943 -3.74697 -1.14482  -0.380
C 0.28281 -3.11225 -1.07693  -0.096
C 1.68733 -5.04379 -0.33412  -0.038
C 2.94910 -1.89111 0.17867  -0.217
N 1.77802 -1.43737 0.80872  -0.191
C 1.50914 -1.59237 2.10740  -0.520
O 2.06717 -2.29205 2.94014  0.055
C 0.32471 -0.69131 2.56207  -0.178
C -0.23137 -0.82296 3.82415  0.013
C -1.24204 0.05141 4.19572  -0.021
C -1.67091 1.03496 3.31787  0.014
C -1.09096 1.10252 2.05967  -0.184
N -0.12127 0.24902 1.71813  -0.087
C -1.53363 2.19273 1.03898  -0.531
O -2.09561 3.17928 1.49680  0.039
N -1.21750 1.87522 -0.21849  -0.165
C -1.55134 2.72534 -1.31246  -0.186
C -0.56079 3.51816 -1.94142  -0.155
C -0.90339 4.29330 -3.04349  -0.046
C -2.19338 4.29367 -3.54114  -0.079
C -3.14554 3.49001 -2.94678  -0.043
C -2.85394 2.68350 -1.84924  -0.128
C -4.00485 1.83262 -1.33238  -0.365
C -4.81379 2.57667 -0.26929  -0.044
C -3.66827 0.41252 -0.87998  -0.068
C 0.84878 3.61801 -1.38358  -0.425
C 0.90880 4.61960 -0.23179  -0.028
C 1.93661 3.90423 -2.41155  -0.072
H 5.17944 0.28321 3.37114  0.085
H 6.15972 -0.72099 2.30870  0.080
H 4.73986 -1.40872 3.10866  0.083
H 3.26422 0.08837 1.82388  0.116
H 5.80295 1.07475 0.43750  0.078
H 4.77398 1.99943 1.52351  0.085
H 4.17147 1.49334 -0.05739  0.064
H 6.24837 -1.12277 -0.06708  0.114
H 6.16565 -2.94466 -1.72091  0.105
H 4.02672 -4.07846 -2.17872  0.115
H 1.81590 -4.01238 -2.20438  0.110
H -0.00277 -2.79261 -0.07849  0.071
H -0.45759 -3.83161 -1.43301  0.087
H 0.19857 -2.23619 -1.74885  0.003
H 1.63396 -4.81535 0.73126  0.096
H 2.60868 -5.59673 -0.50829  0.085
H 0.84230 -5.68539 -0.58786  0.082
H 0.15166 -1.58620 4.48610  0.122
H -1.69078 -0.02436 5.17704  0.116
H -2.43331 1.75541 3.57903  0.123
H -0.15820 4.92211 -3.51086  0.105
H -2.45667 4.91387 -4.38823  0.103
H -4.15359 3.47466 -3.34428  0.115
H -4.65849 1.71250 -2.20445  0.123
H -4.19392 2.83822 0.58650  0.065
H -5.64540 1.95955 0.07312  0.082
H -5.22567 3.50078 -0.67503  0.084
H -3.24704 0.37124 0.12068  0.064
H -2.95542 -0.07101 -1.55882  0.065
H -4.58024 -0.18592 -0.87784  0.082
H 1.07687 2.63949 -0.95572  -0.019
H 0.72870 5.62598 -0.61335  0.097
H 1.89017 4.61093 0.24659  0.085
H 0.14273 4.40866 0.51349  0.079
H 1.87754 4.92549 -2.78805  0.083
H 1.86891 3.23490 -3.27545  0.060
H 2.92458 3.79319 -1.96121  0.081
C 0.65387 -1.11060 -7.04472  -0.106
N 0.18895 -1.95049 -5.84146  -0.068
C 1.39229 -2.78718 -5.35610  -0.099
N 2.50230 -1.95970 -5.07375  -0.134
C 2.87639 -1.17911 -6.24754  -0.146
N 1.78472 -0.32745 -6.70923  -0.145
C 1.47294 0.74816 -5.76218  -0.300
P 0.92363 0.12160 -4.11053  1.000
C -0.34823 -1.07738 -4.74263  -0.253
C 2.28777 -1.11636 -3.89351  -0.317
H -0.19503 -0.49564 -7.34563  0.148
H 0.89845 -1.82889 -7.82993  0.149
H -0.54698 -2.58773 -6.14985  0.184
H 1.61410 -3.47710 -6.17239  0.150
H 1.05682 -3.33289 -4.47283  0.139
H 3.15175 -1.86272 -7.05343  0.143
H 3.73748 -0.55886 -6.00407  0.144
H 0.70093 1.39484 -6.18673  0.104
H 2.36161 1.36852 -5.62878  0.102
H -1.21592 -0.54437 -5.13951  0.110
H -0.69658 -1.73676 -3.94367  0.093
H 2.11094 -1.75996 -3.02814  0.059
H 3.22053 -0.58752 -3.67411  0.112

DFT (the ωB97M-V functional and the def2-TZVPD basis) results for C37H50FFeN2O2Se as an isolated structure.

The highest occupied orbital energy (alpha / beta) comes out at -7.60 / -7.67 eV. Its LUMO energy (alpha / beta) is 0.151 / -0.356 eV. Its multiplicity is 6. The value obtained for the energy above the lowest of the compared OMol25 structures with the same formula, charge and spin is 0.0 kcal/mol. The net charge is 0. The molecular weight is 708.6 u. The orbital gap (alpha / beta) is 7.753 / 7.319 eV.

Last column: Löwdin spin population.
Atoms and positions in Å:
Fe 2.17946 -0.77987 0.52768  4.156
C -1.31353 6.33165 -0.03047  0.001
C -2.03510 5.00668 0.24983  0.001
C -2.65059 5.08142 1.64694  0.000
C -3.17212 4.82490 -0.76544  0.001
C -1.04868 3.84718 0.11874  0.011
C -0.76860 2.97379 1.15387  0.001
C 0.12222 1.92113 0.97596  0.019
Se 0.45898 0.70571 2.42194  0.064
C -0.83621 -0.63753 1.96021  0.017
C -2.17149 -0.42250 2.28258  0.001
C -3.14047 -1.34785 1.94484  0.010
C -2.71745 -2.50817 1.28952  -0.001
C -1.39915 -2.77312 0.95424  0.011
C -0.42960 -1.79992 1.29718  0.014
O 0.85615 -1.98941 0.99831  0.185
C -1.00472 -4.05797 0.22393  0.001
C -0.39511 -3.72148 -1.14615  0.000
C -2.21207 -4.96458 -0.02874  0.000
C 0.00098 -4.85634 1.06718  0.001
C -4.62487 -1.14841 2.24649  0.001
C -4.89020 0.17369 2.96611  0.000
C -5.13028 -2.29224 3.13613  0.001
C -5.41418 -1.14393 0.93010  0.001
C 0.76874 1.72351 -0.24600  0.014
O 1.61719 0.71346 -0.39715  0.186
C 0.50721 2.60353 -1.32201  0.012
C -0.39441 3.63163 -1.09821  -0.002
C 1.18953 2.40825 -2.67670  0.001
C 0.75286 3.46705 -3.69175  0.000
C 2.71425 2.52230 -2.52049  0.001
C 0.82196 1.03499 -3.26196  0.001
H -2.00552 7.17041 0.07490  0.000
H -0.48769 6.47821 0.66781  0.000
H -0.90633 6.36000 -1.04193  0.000
H -3.34145 5.92481 1.69707  0.000
H -3.21187 4.17670 1.88872  0.000
H -1.88982 5.22784 2.41585  0.000
H -3.89603 5.63814 -0.67468  0.000
H -2.79776 4.82344 -1.78989  0.000
H -3.69268 3.88034 -0.59753  0.000
H -1.24089 3.08410 2.12021  0.001
H -2.43029 0.49300 2.79659  0.001
H -3.46906 -3.23912 1.02616  0.000
H -1.10993 -3.16219 -1.75437  0.000
H 0.50995 -3.12808 -1.04531  0.000
H -0.14946 -4.64597 -1.67663  0.000
H -2.96406 -4.48182 -0.65609  0.000
H -1.87539 -5.86332 -0.54846  0.000
H -2.68813 -5.27989 0.90167  0.000
H 0.90179 -4.28109 1.26693  0.000
H -0.44620 -5.13874 2.02251  0.000
H 0.27787 -5.77415 0.54180  0.000
H -4.36568 0.22542 3.92197  0.000
H -4.58380 1.02908 2.36057  0.000
H -5.95855 0.27258 3.16633  0.000
H -4.56657 -2.33483 4.06961  0.000
H -6.18586 -2.14756 3.37773  0.000
H -5.03100 -3.25869 2.64040  0.000
H -5.06461 -0.34593 0.27258  0.000
H -5.30799 -2.08918 0.39633  0.000
H -6.47771 -0.98772 1.12580  0.000
H -0.60983 4.31007 -1.91212  0.000
H 1.01117 4.47643 -3.36612  0.000
H 1.26644 3.28368 -4.63724  0.000
H -0.32095 3.43024 -3.88584  0.000
H 2.98388 3.50825 -2.13622  0.000
H 3.10582 1.77102 -1.83882  0.000
H 3.19564 2.39953 -3.49452  0.000
H -0.25828 0.95641 -3.40295  0.000
H 1.29829 0.91404 -4.23928  0.000
H 1.14124 0.22304 -2.61195  0.000
C 3.50304 -2.85384 -4.33567  0.001
N 4.01279 -3.05242 -2.97966  0.004
C 5.38378 -3.53318 -2.81392  0.001
C 3.45626 -2.39188 -1.99726  0.016
N 2.95026 -1.83492 -1.12394  0.053
H 3.58526 -3.79387 -4.87899  0.000
H 4.07182 -2.08007 -4.85577  0.000
H 2.45677 -2.56331 -4.28681  0.000
H 5.48839 -4.47381 -3.35212  0.000
H 5.57946 -3.70494 -1.75873  0.000
H 6.10151 -2.80750 -3.20210  0.000
F 7.48827 -0.28612 3.65393  0.003
C 6.31351 -0.39544 2.99061  0.010
C 5.98311 -1.60519 2.41648  0.003
C 4.77370 -1.69606 1.73741  0.035
C 3.88892 -0.61829 1.62530  0.124
C 4.28280 0.57878 2.23271  0.032
C 5.48606 0.70602 2.91346  0.003
H 6.65753 -2.44598 2.51119  0.000
H 4.51773 -2.65606 1.29626  0.004
H 3.63340 1.44750 2.17871  0.003
H 5.78625 1.63456 3.38057  0.000